Molecular formula: C4H15N3S
Method: DFT, ωB97M-V/def2-TZVPD

Maximum force ... 0.5 eV/A
Charge ... 0
Relative energy (zero: lowest compared OMol25 entry of this formula, charge and spin) ... 14.8 kJ/mol
Total energy ... -19696.388 eV
Lowest unoccupied orbital energy ... 0.81 eV

Each line ends with the Mulliken charge.
Atoms and positions in Å:
N (0.37, 3.26, -1.61)  -0.647
C (0.18, 2.15, -0.69)  -0.283
C (-1.28, 1.89, -0.36)  -0.471
N (-1.36, 0.70, 0.49)  -0.447
H (-0.07, 3.08, -2.50)  0.226
H (1.35, 3.37, -1.81)  0.252
H (0.72, 2.34, 0.24)  0.317
H (0.58, 1.20, -1.08)  0.156
H (-1.68, 2.75, 0.19)  0.327
H (-1.83, 1.79, -1.30)  0.291
H (-2.30, 0.59, 0.85)  0.228
H (-1.19, -0.11, -0.09)  0.002
N (-0.53, -2.26, 2.00)  -0.572
C (-0.03, -2.44, 0.63)  -0.759
C (1.32, -1.75, 0.49)  -0.320
S (2.03, -2.00, -1.16)  -0.241
H (-1.45, -2.69, 2.07)  0.231
H (0.07, -2.77, 2.64)  0.228
H (-0.72, -1.99, -0.08)  0.317
H (0.03, -3.50, 0.36)  0.452
H (1.14, -0.69, 0.68)  0.233
H (2.01, -2.12, 1.24)  0.384
H (2.63, -0.80, -1.22)  0.097

=====

Molecular formula: C4H15N4O
Method: DFT, ωB97M-V/def2-TZVPD

Maximum force ... 5.4 eV/A
Charge ... +1
Total energy ... -12388.871 eV
Lowest unoccupied orbital energy ... -3.16 eV

Each line ends with the Mulliken charge.
Atoms and positions in Å:
C (1.78, 1.92, -0.12)  -1.062
N (0.77, 1.09, -0.74)  -0.276
C (1.30, 0.43, -1.89)  -0.998
N (-0.10, 0.23, -0.16)  0.165
C (-1.19, 1.22, 0.68)  -0.295
O (-2.46, 0.76, 0.60)  -0.618
N (0.33, -0.83, 0.77)  -0.302
C (-0.25, -2.03, 0.27)  -0.523
N (-1.70, -1.99, 0.68)  -0.215
H (2.71, 1.43, -0.22)  0.338
H (1.73, 2.83, -0.61)  0.418
H (1.49, 2.26, 0.87)  0.367
H (0.74, -0.38, -2.24)  0.378
H (1.52, 1.20, -2.71)  0.315
H (2.32, 0.05, -1.76)  0.304
H (-0.97, 1.14, 1.81)  0.266
H (-1.07, 2.21, 0.18)  0.376
H (-2.85, 0.74, -0.35)  0.375
H (1.25, -0.83, 1.14)  0.231
H (-0.24, -1.91, -0.78)  0.354
H (0.19, -2.98, 0.53)  0.429
H (-1.76, -2.39, 1.65)  0.386
H (-2.45, -2.52, 0.17)  0.386
H (-2.02, -0.98, 0.63)  0.201

=====

Molecular formula: C4H15NO2
Method: DFT, ωB97M-V/def2-TZVPD

Maximum force ... 2.0 eV/A
Charge ... 0
Relative energy (zero: lowest compared OMol25 entry of this formula, charge and spin) ... 147.9 kJ/mol
Total energy ... -9975.554 eV
Lowest unoccupied orbital energy ... 0.54 eV

Each line ends with the Mulliken charge.
Atoms and positions in Å:
C (-1.30, 1.12, 2.69)  -1.215
C (-1.07, 1.40, 1.21)  -0.375
C (-0.66, 0.13, 0.47)  -0.510
C (-1.23, 0.18, -0.98)  -0.667
N (-1.09, -1.16, -1.60)  -0.576
H (-0.76, 0.22, 2.98)  0.346
H (-2.36, 1.00, 2.92)  0.261
H (-1.01, 1.93, 3.36)  0.343
H (-1.87, 1.94, 0.71)  0.428
H (-0.37, 2.26, 1.16)  0.316
H (0.41, -0.09, 0.33)  0.171
H (-0.88, -0.82, 0.99)  0.366
H (-0.74, 1.02, -1.47)  0.224
H (-2.30, 0.39, -0.89)  0.443
H (-1.83, -1.29, -2.29)  0.235
H (-0.27, -1.07, -2.20)  0.212
O (1.97, -3.01, -0.96)  -0.626
H (1.88, -2.06, -0.89)  0.296
H (1.86, -3.25, -0.02)  0.327
O (3.66, 0.16, -2.10)  -0.629
H (3.34, 0.76, -1.44)  0.312
H (4.64, 0.22, -1.99)  0.319

=====

Molecular formula: C4H15NO2
Method: DFT, ωB97M-V/def2-TZVPD

Maximum force ... 1.3 eV/A
Charge ... 0
Relative energy (zero: lowest compared OMol25 entry of this formula, charge and spin) ... 88.5 kJ/mol
Total energy ... -9976.169 eV
Lowest unoccupied orbital energy ... 0.76 eV

Each line ends with the Mulliken charge.
Atoms and positions in Å:
C (-2.37, 1.34, 1.24)  -1.254
C (-2.15, -0.15, 1.09)  -0.562
C (-0.88, -0.48, 0.26)  0.297
C (-0.62, -1.99, 0.32)  -1.387
N (0.34, 0.20, 0.62)  -0.559
H (-1.50, 1.91, 1.57)  0.323
H (-2.78, 1.73, 0.33)  0.326
H (-3.14, 1.57, 1.99)  0.340
H (-3.00, -0.47, 0.49)  0.297
H (-2.14, -0.74, 2.01)  0.384
H (-1.14, -0.28, -0.75)  0.289
H (0.01, -2.33, -0.49)  0.299
H (-0.09, -2.22, 1.25)  0.366
H (-1.55, -2.53, 0.28)  0.371
H (0.59, -0.07, 1.57)  0.257
H (0.34, 1.22, 0.66)  0.232
O (2.82, -1.93, -2.18)  -0.645
H (2.53, -1.57, -1.34)  0.320
H (3.76, -2.10, -2.18)  0.311
O (1.78, 2.67, -1.06)  -0.624
H (1.71, 3.62, -0.97)  0.311
H (2.69, 2.38, -1.04)  0.306

=====

Molecular formula: C4H15NO2
Method: DFT, ωB97M-V/def2-TZVPD

Maximum force ... 1.1 eV/A
Charge ... 0
Relative energy (zero: lowest compared OMol25 entry of this formula, charge and spin) ... 102.5 kJ/mol
Total energy ... -9976.024 eV
Lowest unoccupied orbital energy ... 0.85 eV

Each line ends with the Mulliken charge.
Atoms and positions in Å:
C (-1.98, 0.02, -1.56)  -1.135
C (-0.58, 0.65, -1.61)  -0.529
N (0.45, -0.38, -1.35)  -0.252
C (1.78, 0.09, -0.93)  -0.408
C (1.77, 0.85, 0.40)  -0.947
H (-2.69, 0.67, -2.05)  0.380
H (-1.95, -0.93, -2.08)  0.283
H (-2.26, -0.15, -0.52)  0.274
H (-0.48, 1.42, -0.85)  0.322
H (-0.42, 1.14, -2.57)  0.416
H (0.57, -0.89, -2.21)  0.233
H (2.37, -0.83, -0.90)  0.336
H (2.23, 0.71, -1.72)  0.287
H (2.30, 0.30, 1.17)  0.254
H (0.74, 1.03, 0.70)  0.246
H (2.31, 1.79, 0.34)  0.304
O (-0.42, 0.09, 4.31)  -0.643
H (-0.58, -0.37, 3.47)  0.325
H (-1.28, -0.03, 4.74)  0.309
O (-0.54, -1.81, 1.45)  -0.653
H (-0.63, -0.95, 1.01)  0.284
H (-0.73, -2.43, 0.75)  0.313

=====

Molecular formula: C4H15NO2S
Method: DFT, ωB97M-V/def2-TZVPD

<S²> ... 0.750
Maximum force ... 1.3 eV/A
Charge ... -1
Relative energy (zero: lowest compared OMol25 entry of this formula, charge and spin) ... 51.8 kJ/mol
Total energy ... -20810.148 eV
Lowest unoccupied orbital energy (alpha / beta) ... 2.45 / 2.40 eV
Multiplicity ... 2

Each line ends with the Mulliken charge.
Atoms and positions in Å:
C (-0.90, -1.72, -0.18)  -0.738
C (-2.33, -1.42, 0.30)  -0.637
C (-2.50, -1.75, 1.79)  -0.716
S (-4.19, -1.29, 2.31)  -0.277
C (-0.44, -0.74, -1.27)  -1.124
N (0.22, 0.42, -0.69)  -0.951
H (-0.82, -2.73, -0.58)  0.432
H (-0.20, -1.63, 0.65)  0.421
H (-3.01, -2.05, -0.26)  0.368
H (-2.60, -0.38, 0.15)  0.362
H (-1.82, -1.13, 2.36)  0.419
H (-2.36, -2.81, 1.90)  0.357
H (-4.24, -2.02, 3.43)  0.107
H (-1.30, -0.44, -1.89)  0.191
H (0.29, -1.23, -1.90)  0.642
H (-0.39, 0.97, -0.08)  0.266
H (0.66, 1.02, -1.37)  0.507
H (3.13, 5.47, -0.27)  0.667
H (2.63, 4.16, -0.76)  0.501
O (3.14, 4.54, -0.01)  -1.539
H (5.93, 2.24, -1.55)  0.529
H (5.46, 0.82, -1.24)  0.490
O (5.61, 1.69, -0.81)  -1.278